(1)
102
Properties=species:S:1:pos:R:3 method="wB97M-V/def2-TZVPD" energy_ha=-2452.7553 lumo_ev=-0.39 homo_lumo_gap_ev=7.23 fmax_ev_per_a=9.83
O -2.04899 2.21992 -3.91606
O 6.73039 -0.94315 2.63128
H 6.87681 -0.12448 0.69613
H 3.04077 4.77145 1.09010
H 8.24764 0.25714 1.77312
O 2.45487 3.23734 -0.09439
O -2.81607 -3.44619 3.15074
C 4.35822 -1.02791 1.73246
H -2.59159 -1.48815 -1.95605
H -3.06190 5.98654 -0.20358
H 3.78433 -5.06445 -0.59068
O -1.08565 5.94612 0.07986
H 6.93443 1.16262 2.01971
H 0.50089 5.86238 3.06032
O 3.07662 -4.84620 1.31299
C -2.20183 6.62660 -0.40030
C -1.81055 -4.17305 3.86454
C -5.05236 -3.18043 2.28973
H -2.61642 -0.46692 -5.34766
C 7.16536 0.14254 1.71277
H -1.56162 -0.07319 -3.95841
H -1.00488 -4.37075 -1.03108
H 2.46519 4.09099 -1.96318
H 1.59160 2.45809 2.58016
H 0.93081 -5.17568 1.61475
C -5.46373 -1.23983 0.82131
O 3.91203 1.88006 -3.79767
H -5.52768 -0.51927 1.63667
H 4.42956 -0.21710 1.00748
H 2.19495 4.05645 3.18859
H 3.85150 3.17651 1.40854
H 5.71447 -2.42704 1.31463
C -0.52536 6.50127 1.28846
H 4.73078 1.07036 -1.56455
H -4.39954 -4.40703 3.94134
C 3.43452 0.99263 -3.13120
C 3.20276 3.88435 -1.18769
H -3.92693 -5.07396 2.44383
H -6.51628 -1.51402 0.75028
F 0.89862 0.80877 -0.78912
N 3.93133 0.58275 -1.94299
C -7.02458 -0.91048 -1.91343
H -3.50097 0.98868 -6.42399
H 4.05819 3.28849 -1.50597
C 1.78057 3.50537 2.34438
N -1.39941 -3.50984 -1.38219
O -3.32196 -4.19084 -0.71438
H -7.29361 -1.51096 -2.78242
F 0.51865 -0.96317 -2.17082
N -4.51253 -2.31750 1.23341
H -7.27965 0.12168 -2.15362
B 0.19634 -0.35296 -0.95478
C -2.53697 1.40493 -4.71256
N -3.08162 -2.33916 -1.71991
C 5.30103 -0.69277 2.88634
H -0.35346 3.95919 2.33635
C 3.97551 -4.46178 0.29721
H -2.20991 6.79024 -1.47791
H -0.90959 -4.48021 3.33346
N 0.53887 4.15092 1.90381
C -2.60604 -3.37175 -1.25640
C 2.91070 3.69904 1.23544
H -2.25533 -5.03085 4.36897
H 3.32895 0.03174 -1.34833
H -7.78803 -1.29798 -1.23882
H -4.07267 -2.44074 -1.88605
H 2.07207 -0.37394 -2.72196
H -1.39114 -3.70052 4.75275
H -1.30042 6.63161 2.04369
H -5.74143 -3.87631 1.81116
H -0.07648 7.47881 1.11239
H 4.60371 -2.41848 -0.69582
H 3.59915 4.82587 -0.80753
H 5.13652 0.36391 3.09721
H 1.75173 0.52587 -4.17735
H -3.81078 2.55394 -5.68133
N 4.71566 -2.30356 1.22963
F 0.43637 -1.31074 -0.05894
Rb -0.43180 3.29234 -0.70648
C -5.06817 -0.35671 -0.44235
H -5.48140 -2.66873 3.15123
H 5.11043 -1.37224 3.71705
H 3.32652 -0.88989 2.05596
H 3.04010 -2.53047 0.03404
N -2.17587 0.18721 -4.71669
O -5.62419 -0.92229 -1.64556
H -5.49419 0.64099 -0.33652
H -4.18555 -2.93749 0.50622
H -3.99347 -0.18663 -0.50700
C 4.06602 -2.88627 0.12890
C 1.66951 -4.63138 1.02640
C -4.05617 -4.11650 2.94847
H 1.42497 -4.72991 -0.03123
N -3.33311 1.66411 -5.69207
H 4.94670 -4.86725 0.58091
F -1.16226 -0.04180 -1.04620
C 0.54119 5.69721 1.98366
H 1.48366 6.05555 1.56960
H -1.00290 -2.94400 -2.11888
H 1.55259 -3.54817 0.99346
N 2.40425 0.21601 -3.47145
H -2.26088 7.47446 0.28215



(2)
102
Properties=species:S:1:pos:R:3 method="wB97M-V/def2-TZVPD" energy_ha=-4032.3293 lumo_ev="2.44 / 2.40" spin_multiplicity=5 homo_lumo_gap_ev="1.74 / 8.17" fmax_ev_per_a=4.39 charge=-1 s_squared=6.00
C -4.98128 -0.01125 3.72461
C -6.26621 -4.65380 6.75878
C -7.39225 -3.01171 5.40338
H -1.06817 -1.32650 3.91378
N -3.75294 0.45757 4.49202
O -4.73127 -0.64228 6.72838
C -7.38538 4.15660 7.06150
H -10.53696 -1.46163 8.40792
H -3.73621 -3.01484 8.23774
C -3.16270 -0.39651 12.08120
C -2.56072 2.06085 7.02676
N -4.08797 -3.84874 10.20781
O -5.14077 1.71873 9.50454
H -7.47288 -3.26067 13.34080
H -7.81610 -4.18785 10.71915
H -3.12036 2.14901 3.41939
C -4.98891 -4.93610 9.80983
N -7.54293 -3.94878 6.58192
N -6.12747 2.02900 10.21370
H -2.66793 -4.33780 8.58655
O -8.04268 -2.23444 8.66041
H -3.43018 2.08155 7.68382
H -4.01494 -0.06504 12.67443
C -1.64315 0.07662 8.05971
C -6.28672 3.57054 6.20610
H -5.12585 -5.53073 10.71302
H -4.31168 -4.96667 12.79850
H -11.34142 -3.53364 5.69374
C -7.57362 1.86739 6.87066
O -5.51511 -1.62445 10.38573
C -8.64383 -4.79827 10.35811
H -0.78966 -2.62260 5.12743
H -8.52048 -5.71982 10.92699
H -5.79917 0.70228 3.82471
C -2.76300 1.14158 3.63267
H -0.55470 -0.91849 5.56096
H -6.06151 4.29524 5.42368
P -3.44896 -0.34927 6.00937
O -7.12400 1.31891 10.11627
C -11.04704 -2.27815 7.89682
H -5.81252 -4.93892 5.80958
H -2.39337 -3.60996 12.99619
H -1.81142 2.65673 7.54788
H -9.56714 -4.32559 10.69301
H -5.25393 3.43044 6.52518
H -4.85945 -0.01613 2.64144
H -1.55216 -1.00569 7.96794
O -7.92888 0.75669 7.14464
N -5.67721 -3.37473 12.40592
H -5.98445 -5.37023 13.23954
H -0.66096 0.54920 8.05034
P -8.51043 -3.45409 7.98089
H -2.25334 -0.12499 12.61733
H -11.72712 -2.78093 8.58443
C -1.15166 -1.60761 4.96360
H -6.52268 -3.25715 4.79370
N -3.38001 -1.90599 12.04694
H -3.17377 0.07420 11.09815
N -10.20300 -3.31683 7.35552
H -2.74800 0.54073 2.72335
H -6.27899 -2.04532 13.86742
H -6.38330 -5.59137 7.30224
C -10.81047 -4.19031 6.38293
H -10.04270 -6.11487 8.26867
H -5.51639 -3.95076 7.12155
H -4.30505 -2.80060 5.09354
H -5.25431 -1.04977 3.91177
H -11.68004 -1.87921 7.10421
C -2.16613 -2.65762 12.51711
H -8.49247 -7.00747 8.77229
H -2.24866 0.29193 8.94010
H -1.72449 -1.88721 13.14919
H -7.05585 4.93307 7.75185
H -10.01325 -4.73636 5.87860
H -2.89464 2.60266 6.14187
C -3.16712 -3.48220 9.04136
N -2.30256 0.62379 6.86006
N -8.50826 -4.90500 8.88996
H -7.17748 -1.88053 12.30492
H -8.27652 -3.05257 4.76738
O -6.72207 2.21692 5.89681
H -1.54289 -2.91889 11.66189
H -2.35689 -2.79547 9.28635
O -6.14754 2.94913 10.99143
H -5.99363 -4.65110 9.49773
H -7.45384 -2.03265 5.87853
C -8.95355 -6.13699 8.30561
N -2.57169 -1.70789 5.44071
H -5.14926 -4.14868 14.17043
H -8.62005 -6.07554 7.26971
C -3.22302 -2.90228 5.01010
Ti -6.43893 -0.46235 8.61585
H -1.77687 1.13786 4.09702
C -6.70266 -2.56490 13.00798
F -8.32761 4.68932 6.27973
H -4.52500 -5.64606 9.12511
O -7.85399 3.00938 7.68323
P -4.73509 -2.56643 11.18133
H -2.90571 -3.67970 5.70512
C -5.25464 -4.56377 13.16809
H -11.50124 -4.84320 6.91649
H -3.00071 -3.10812 3.96305



(3)
92
Properties=species:S:1:pos:R:3 method="wB97M-V/def2-TZVPD" energy_ha=-1784.9224 lumo_ev=0.37 homo_lumo_gap_ev=9.10 fmax_ev_per_a=3.72 de_lowest_kcal_mol=109.97 smiles="COCCNCCOC.COCCNCCOC.COCCNCCOC.NC(N)=O.CO.CO"
H -4.08938 3.79048 8.35519
H -2.57229 2.75928 -1.46288
N -5.04536 2.02678 6.75476
C 4.43182 -5.46653 -10.11685
N 2.05790 6.70671 1.75884
H 0.43642 4.29394 0.67577
H -5.90616 4.28102 5.55610
C 4.13535 -0.05031 1.31287
H 2.12167 4.35446 1.22396
H 3.61729 -2.07932 -4.27614
C -4.58716 4.74686 8.19510
H -3.26194 2.94422 6.13750
H 5.25584 -3.06858 -8.68491
H 4.90935 -6.75151 -8.46491
H -4.39275 -0.35018 9.04853
H 1.96626 7.68025 2.01166
H -7.12858 -0.14072 10.30475
C 2.43628 -1.23898 2.44953
O -1.94908 8.87951 -3.07364
H -3.23476 1.29806 -0.80210
H -1.66262 8.67862 -2.17967
H -0.82856 -4.49097 0.34750
C -2.66625 1.68888 -1.64599
H 0.10999 -1.21049 0.98143
C 4.55113 -3.79101 -8.27310
H -6.82319 1.19695 11.18717
C 3.67996 -3.08793 -7.29785
H -5.69116 -0.20150 7.82908
H 2.94988 6.23489 1.71574
C -4.28729 2.81859 5.78970
C 0.01373 -3.04971 1.61253
H 4.98045 -4.77957 -10.76123
H -5.82726 -0.19182 11.25922
O -0.91023 -2.85757 -0.71640
O 4.24633 -2.85462 -6.10050
H 0.82550 -0.09887 3.01175
H -5.63041 4.51155 8.40574
H 4.43355 -0.73793 0.52144
H 2.72562 -3.59546 -7.15727
O 6.72228 -5.64765 -9.08067
N -0.05353 -1.62469 1.88796
H -2.20128 6.79423 -3.37440
H -4.24208 5.48960 8.91438
H -4.43031 2.36151 4.81055
H -2.08061 -3.51157 0.83406
H 3.39493 -2.19074 -7.84730
H 2.98165 -5.02617 -8.60013
H -1.14257 -3.11710 -2.69972
H 8.29442 -7.01861 -9.28068
C -5.01938 0.34558 8.49054
H -0.06016 -3.68861 2.49257
C 3.24881 -2.17352 -5.29764
H 5.77188 -7.31012 -9.83208
N 3.65026 -4.55560 -9.19312
H -2.53792 7.99344 -4.80536
H 0.69141 -1.48943 3.82232
C 0.95142 -1.16358 2.81518
H 3.09979 -1.36703 3.30479
H 8.47681 -5.78137 -7.93472
H 4.79673 -0.34065 2.12918
H 2.35914 -2.79775 -5.21448
C -4.83189 4.23346 5.73439
H 3.11847 -1.20072 -5.77174
H -3.41265 1.51842 7.96505
H 0.99726 -3.21231 1.17172
O 2.82065 -0.08275 1.75082
H -5.38990 2.68611 7.43789
H -3.22117 1.53622 -2.57166
H 4.48971 0.96740 1.14923
C -2.56043 7.75550 -3.74189
H -1.88019 -4.33730 -1.91129
C -1.75237 -3.25979 -1.80759
H -2.51792 -2.49760 -1.95283
C 0.99862 6.05764 1.36513
H -1.58943 0.10478 -1.68539
C -4.17990 1.01121 7.38010
H 5.13795 -4.58515 -7.81150
H 2.67583 -2.15902 1.91637
O -4.44680 5.09899 6.84495
O -0.09965 6.57625 1.26294
H -3.61877 0.33114 6.73921
H 3.84888 -5.98945 -10.87501
O -1.40551 1.00264 -1.39974
C 7.80331 -6.39136 -8.53673
H -3.63909 7.71887 -3.58947
N 1.23560 4.79916 1.03095
C 5.43774 -6.39242 -9.34805
O -5.53503 1.19984 9.51384
H -4.57573 4.56370 4.72769
H 7.34871 -7.09406 -7.83840
C -6.28083 0.49943 10.54889
C -1.03705 -3.43650 0.52842



(4)
87
Properties=species:S:1:pos:R:3 method="wB97M-V/def2-TZVPD" energy_ha=-1490.9409 lumo_ev=0.66 homo_lumo_gap_ev=10.31 fmax_ev_per_a=1.81 de_lowest_kcal_mol=0.00 smiles=COC[C@H](C)N.CC(C)O.CC(C)O.CC(C)O.CC(C)O.CC(C)O.OCCO
O 0.22802 -1.33254 -0.43735
H -4.10189 1.93180 -0.18152
C 1.46766 0.72813 -0.80087
C -3.56257 -2.29632 -3.21964
H -1.77114 -1.10880 -3.44971
H 5.54167 1.85596 3.15186
H -0.18489 0.45965 0.49011
O 1.54615 -1.80758 2.14821
H 2.13895 -4.27466 3.59068
C 3.80908 0.67763 3.69103
C -3.57629 2.68551 0.42008
H 5.09054 -2.36081 -1.47996
H -4.26669 0.94581 3.28905
H 1.28200 1.79905 -0.89231
H 0.41390 -4.53226 3.72574
H -3.33855 0.97920 -3.68858
C -1.95354 2.28419 -4.73385
O -4.11493 -3.20903 -2.27090
C -3.69051 1.09486 2.36814
H 5.42552 -0.81319 -0.64249
H -1.66892 1.58911 -5.53587
H -2.63182 -3.95793 -4.18060
H -1.04727 -2.56895 4.06994
C -0.58617 -2.21057 3.15342
H 5.97698 -2.51361 0.87523
C 4.28063 -3.81074 0.63973
H -3.94689 1.63270 -5.18404
C -1.54019 3.77562 -0.02225
H -0.49462 3.58802 -0.25849
H -1.51100 -2.33285 -2.39507
H 3.19062 -3.74176 0.55037
H 4.35741 3.59880 1.90115
H -2.65062 0.91884 2.63413
C 4.79699 -1.70144 -0.66505
H 2.28000 -0.44203 0.52910
H -1.62016 4.43898 0.84249
H 4.73387 -0.84277 1.76870
C 1.17696 -4.00898 3.14737
H 4.59815 -4.39279 -0.22861
H 3.29467 3.33166 3.32362
O 4.84754 0.95106 1.49407
H -5.44052 3.17011 3.07171
C 0.13484 0.08274 -0.49236
H -4.16395 -3.53053 -4.91005
H 1.84975 0.31951 -1.74418
H -0.72992 1.22882 -3.20009
H 4.01892 0.85049 0.99895
H -2.52466 3.68447 -5.98362
O 2.36776 0.47789 0.24705
H -5.56967 3.69349 1.53619
C -3.26984 -3.11145 -4.44895
H 4.46785 0.10002 4.35007
H 1.17523 -4.35796 2.11207
O 4.28943 -1.71097 1.74649
H 3.75663 -1.41293 -0.82247
H -0.66385 0.42814 -1.15260
C 3.75814 2.87413 2.45284
C -2.31597 -1.64117 -2.65112
H 2.51132 -1.94615 2.16366
H -4.07341 0.34737 1.67192
C 4.56607 1.60437 2.73987
C 0.90388 -2.48907 3.19746
H -1.98053 4.22838 -0.91732
H 3.11914 -0.02506 3.22208
N -5.37365 2.87451 2.10522
H -2.73464 -2.53010 -5.20324
H -2.61293 -0.93540 -1.87882
H 2.93740 2.57557 1.78850
C -3.95442 2.51559 1.87066
H -3.83683 2.65793 -3.68813
H -3.94303 3.65646 0.04883
H 0.36303 -1.60477 0.48079
C -3.36457 1.88951 -4.29783
C 4.89965 -2.44748 0.66877
H 1.29094 -2.23504 4.19730
H -1.04634 -2.70298 2.29413
O -2.19357 2.54745 0.24806
H -4.24594 -1.46885 -3.45598
C -0.88752 2.20305 -3.66882
H -0.73509 -1.13089 3.07149
O -1.93563 3.63638 -5.22590
H -4.51146 -2.71882 -1.54512
H -0.98447 2.87665 -2.81153
H -3.32002 3.18764 2.46829
H 3.20316 1.24003 4.41298
H 0.07415 2.44242 -4.13259
H 4.50647 -4.40053 1.52829



(5)
94
Properties=species:S:1:pos:R:3 method="wB97M-V/def2-TZVPD" energy_ha=-2377.6586 lumo_ev=2.71 homo_lumo_gap_ev=9.83 fmax_ev_per_a=2.86 charge=-1
O 20.58554 -12.98220 10.05725
H 15.24610 -12.86740 13.50651
H 13.41833 -13.26333 15.31969
H 22.95930 -12.62791 15.54774
H 13.49560 -7.27362 13.73634
O 13.15320 -11.26790 12.60125
C 15.49346 -15.62064 14.96585
C 15.05525 -14.21626 15.27459
H 12.26281 -11.12042 9.40994
H 21.04806 -9.67328 16.98172
H 15.18033 -6.14740 11.35657
H 16.72106 -5.51017 11.18338
H 21.66546 -6.65527 14.04913
H 15.26606 -7.07080 13.95270
H 23.95127 -6.35236 13.34109
H 12.85487 -8.88282 11.41904
H 12.42264 -12.59549 10.37672
O 13.63212 -14.16582 15.07190
H 17.79152 -7.58203 10.47757
C 23.10436 -6.16859 12.67999
H 22.81311 -11.70965 10.96519
C 15.89210 -5.91826 8.63039
O 14.61531 -9.62315 14.34062
H 19.74309 -7.08415 12.29436
C 13.45242 -11.00480 11.26502
H 16.67859 -5.17437 8.50327
C 13.68654 -9.52617 11.13176
C 22.71487 -11.64455 15.94944
H 15.70661 -9.70150 16.64803
H 15.17075 -15.99750 13.99532
H 19.61473 -11.40539 8.14022
H 19.39458 -10.74520 9.82652
F 18.30315 -10.61468 14.42348
C 20.09095 -10.96980 9.01861
C 14.43066 -8.57217 15.26309
C 20.63380 -6.46595 12.18227
H 14.55366 -9.21987 11.71690
H 16.50622 -8.40611 15.78795
H 21.78342 -10.76143 14.22408
F 19.77235 -9.31615 13.12740
H 15.74172 -6.42130 7.67517
F 18.14760 -9.10943 11.42635
C 21.52879 -10.95368 15.26634
C 12.28608 -11.51519 10.42568
H 20.57256 -10.05686 8.66835
H 16.75998 -12.99559 14.40368
H 22.60509 -11.80136 17.02250
H 13.88099 -9.25451 10.09422
H 22.22717 -10.15253 10.35378
F 17.66903 -8.45569 13.48236
F 16.70622 -10.31897 12.67211
F 18.83449 -11.29376 12.22973
H 16.57857 -7.11755 11.78360
H 14.37949 -11.46728 10.92627
H 23.58277 -10.98579 15.91944
C 16.17712 -6.44193 11.02830
H 21.26189 -8.74317 12.70813
H 17.24090 -10.36385 9.28840
C 16.22564 -6.96813 9.61975
O 20.52570 -11.91095 15.35197
C 21.88573 -6.91331 13.01327
H 13.52468 -8.78472 15.83063
H 14.06573 -6.54895 15.18580
O 16.55791 -10.72088 9.85611
H 15.36611 -14.02648 16.30195
H 15.47226 -8.03145 17.17167
H 15.49577 -9.53912 13.96734
C 21.92224 -11.13923 10.70240
H 19.98800 -12.67571 10.74326
H 21.88552 -12.20024 8.78361
H 16.57779 -15.64368 14.85718
C 15.67436 -12.99103 14.50120
H 15.28644 -16.31330 15.78161
H 13.78925 -10.75191 13.10204
O 22.08798 -8.25671 12.65791
C 14.32278 -7.30649 14.44542
C 21.11532 -9.58964 15.89702
H 21.85368 -8.84260 15.60571
H 21.35734 -11.14490 11.63458
H 15.44865 -12.03999 14.98357
H 20.17834 -9.16326 15.53873
H 20.84104 -6.41924 11.11318
H 19.73811 -11.41094 15.12550
C 15.58249 -8.67614 16.29971
P 18.25514 -9.88015 12.93838
H 20.39562 -5.42058 12.37865
H 23.45036 -6.33017 11.65907
H 11.28258 -11.29538 10.79004
H 22.97951 -5.09542 12.82432
H 16.92708 -10.66868 10.73771
H 15.57943 -7.82491 9.42884
O 17.55452 -7.37312 9.57105
H 15.00168 -5.37712 8.95043
C 21.20274 -11.82052 9.54369